Entry 1:
{"formula": "C4H6N2O", "method": "wB97M-V/def2-TZVPD", "elements": ["C", "O", "C", "C", "N", "C", "N", "H", "H", "H", "H", "H", "H"], "xyz": [[0.82, -0.88, 2.13], [-0.35, -0.39, 1.48], [-0.02, 0.20, 0.34], [0.46, 0.35, -2.10], [-0.48, -0.42, -2.44], [-0.83, 0.84, -1.71], [-1.08, 0.69, -0.31], [1.55, -1.19, 1.38], [0.55, -1.72, 2.77], [1.26, -0.07, 2.72], [1.53, 0.40, -2.01], [-1.37, 1.60, -2.25], [-2.04, 0.59, 0.01]], "de_lowest_kcal_mol": 107.2, "multiplicity": 1, "homo_lumo_gap_ev": 9.8311}



Entry 2:
{"formula": "C14H27F4N3O14", "method": "wB97M-V/def2-TZVPD", "elements": ["N", "H", "H", "H", "H", "N", "H", "H", "H", "H", "N", "H", "H", "H", "H", "C", "C", "O", "O", "H", "H", "H", "C", "C", "O", "C", "O", "O", "F", "H", "H", "H", "C", "C", "O", "C", "O", "O", "F", "H", "H", "H", "C", "C", "O", "C", "O", "O", "F", "H", "H", "H", "C", "C", "O", "C", "O", "O", "F", "H", "H", "H"], "xyz": [[0.58, 4.16, 0.02], [0.38, 4.37, -0.95], [-0.16, 4.45, 0.66], [1.42, 4.73, 0.18], [0.77, 3.12, 0.14], [-0.59, 1.33, -3.74], [-0.31, 1.61, -2.76], [0.25, 0.99, -4.22], [-1.04, 2.09, -4.25], [-1.26, 0.58, -3.52], [4.16, 1.96, -0.63], [4.16, 1.75, -1.63], [3.23, 1.73, -0.21], [4.17, 2.98, -0.56], [4.97, 1.59, -0.12], [0.49, -0.63, -0.38], [0.45, 0.91, -0.38], [1.48, 1.46, 0.17], [-0.47, 1.55, -0.92], [-0.35, -1.07, 0.17], [1.33, -0.89, 0.26], [0.67, -0.95, -1.40], [-0.12, -4.53, 0.49], [-0.64, -4.56, 1.92], [-1.00, -5.87, 2.12], [-1.38, -6.39, 0.88], [-2.00, -7.38, 0.72], [-0.71, -5.70, -0.07], [-1.72, -3.70, 2.00], [0.96, -4.60, 0.38], [-0.52, -3.67, -0.05], [0.05, -4.18, 2.68], [4.47, -2.35, 0.42], [4.35, -1.39, -0.76], [4.32, -2.25, -1.84], [4.65, -3.52, -1.47], [4.68, -4.41, -2.24], [4.96, -3.56, -0.17], [5.37, -0.47, -0.93], [3.45, -2.51, 0.77], [5.08, -2.03, 1.26], [3.41, -0.84, -0.68], [-3.32, 2.79, -1.58], [-4.45, 3.77, -1.90], [-5.28, 3.10, -2.81], [-5.06, 1.76, -2.69], [-5.66, 0.92, -3.24], [-3.99, 1.55, -1.85], [-3.96, 4.91, -2.49], [-3.07, 2.85, -0.53], [-2.47, 2.88, -2.26], [-5.04, 4.14, -1.06], [-1.50, 0.63, 3.05], [-1.73, -0.05, 4.38], [-2.83, 0.59, 4.93], [-3.00, 1.79, 4.27], [-3.76, 2.63, 4.62], [-2.13, 1.89, 3.25], [-0.61, 0.11, 5.17], [-1.81, 0.07, 2.16], [-0.44, 0.85, 2.92], [-1.88, -1.13, 4.28]], "charge": 2, "de_lowest_kcal_mol": 27.0, "multiplicity": 1, "homo_lumo_gap_ev": 7.8529}



Entry 3:
{"formula": "C18H7CdCl2N3O4S2", "method": "wB97M-V/def2-TZVPD", "elements": ["Cd", "S", "C", "C", "C", "C", "N", "C", "C", "C", "S", "C", "N", "H", "H", "O", "C", "N", "C", "O", "C", "C", "C", "C", "C", "C", "H", "H", "H", "H", "Cl", "C", "Cl", "C", "O", "O", "H"], "xyz": [[0.09, -0.09, 0.12], [0.75, 0.31, 2.53], [-0.02, 1.84, 2.80], [0.11, 2.36, 4.08], [-0.41, 3.60, 4.45], [-0.30, 4.06, 5.77], [-0.25, 4.43, 6.86], [-1.09, 4.37, 3.48], [-1.24, 3.85, 2.20], [-0.76, 2.59, 1.83], [-1.14, 2.08, 0.23], [-1.60, 5.63, 3.80], [-2.01, 6.68, 4.05], [0.64, 1.76, 4.82], [-1.74, 4.43, 1.45], [2.28, -2.23, -0.21], [2.79, -1.13, -0.37], [2.13, 0.00, -0.69], [2.96, 1.08, -0.69], [2.65, 2.23, -0.91], [4.34, 0.59, -0.36], [5.54, 1.25, -0.20], [6.66, 0.50, 0.14], [6.57, -0.87, 0.30], [5.36, -1.54, 0.13], [4.25, -0.79, -0.19], [5.59, 2.32, -0.33], [7.61, 1.00, 0.30], [7.46, -1.43, 0.57], [5.29, -2.61, 0.25], [-4.43, -2.68, 0.10], [-3.77, -1.26, -0.69], [-4.20, -1.25, -2.39], [-2.21, -1.19, -0.50], [-1.54, -0.89, -1.49], [-1.83, -1.41, 0.65], [-4.22, -0.39, -0.22]], "charge": -2, "multiplicity": 1, "homo_lumo_gap_ev": 6.1599}